1.
# C4H13N2S

C4H13N2S in the gas phase (ωB97M-V/def2-TZVPD, the OMol25 dataset).

Geometry as ORCA input:
```
! wB97M-V def2-TZVPD RIJCOSX def2/J DEFGRID3
* xyz 0 2
H 2.12134 1.36945 0.07062
H -1.72796 -1.07349 1.55252
H 0.78133 -0.17885 -1.85194
H 2.66714 -1.70361 -0.46250
C -1.85177 -0.79648 0.51328
N 2.43131 -0.77530 -0.77361
H -3.86584 -0.02616 1.48674
S -3.65765 -0.57330 0.28974
C 1.00663 -0.62306 -0.90196
H 0.74686 2.21955 -0.42399
H -1.33712 0.82498 -0.81485
H -1.58084 -1.65377 -0.08703
H 0.64493 -0.21221 1.17092
C 0.42005 0.20359 0.22543
N 1.12891 1.53839 0.28980
H -1.30081 1.25192 0.86947
H 0.50226 -1.57648 -0.91257
C -1.06722 0.46379 0.18189
H 1.05772 1.95818 1.25573
H 2.88074 -0.63713 -1.67770
*
```

Values from the calculation:
Orbital gap (alpha / beta) in eV: 4.01 / 9.91
HOMO level (alpha / beta) in eV: -3.3397 / -9.3885
M in g/mol: 121.229
Calculated total energy in eV: -18171.14030
Energy above the lowest of the compared OMol25 structures with the same formula, charge and spin in kcal/mol: 42.2

2.
# C38H33Cl2N4O2PSSe2W

A molecular structure, C38H33Cl2N4O2PSSe2W (ωB97M-V/def2-TZVPD, the OMol25 dataset).

Geometry as ORCA input:
```
! wB97M-V def2-TZVPD RIJCOSX def2/J DEFGRID3
* xyz 2 3
C -2.42145 2.32958 1.39676
C 1.65790 4.11709 -2.54931
H -4.83025 -2.22028 -1.44103
H 0.57535 1.72441 5.98504
H 0.17075 1.19815 -4.62044
H -1.76426 -5.18384 -0.72046
C -1.69281 1.14829 1.33102
H -1.37649 -1.54756 3.52416
C 0.09468 -3.04756 -2.56785
C -0.43644 4.61133 -1.42553
N 2.30569 -2.74218 -0.29511
H -6.19497 -0.38830 -2.38076
C 1.64148 0.05613 3.21040
P -1.00952 0.62070 -0.28620
C -1.70382 0.30529 2.46182
N -1.29999 -4.79633 -1.52846
Cl 2.91829 -2.34288 2.97898
H -1.36749 -5.28243 -2.40731
H -0.40115 -3.26793 -3.51620
H 5.45069 -4.72235 -1.25503
H 2.27164 4.40409 -3.39714
C 3.31851 -2.14839 -0.95010
C 4.56626 -4.16098 -0.98486
H 3.58855 -5.81564 -0.01051
C -3.40349 1.35946 -1.60844
C 4.46907 -2.81391 -1.31287
C -3.14246 -0.96117 -1.03656
H 0.21990 5.68189 -3.12183
C 0.48948 1.50761 -3.63153
O -0.58242 -3.06515 -0.31616
H 2.37904 -2.15512 5.70285
Se 2.89039 -0.26493 -1.08220
C -2.61576 0.32633 -1.09782
H 1.08628 -3.51171 -2.61431
O -0.07999 -2.97303 2.28746
C 1.97505 2.63411 -2.25121
N -0.38961 -1.68608 1.79644
Cl 0.63419 2.59138 3.35702
H 5.26718 -2.29541 -1.82597
C -0.13924 2.02972 -1.24864
H -0.59244 3.49468 0.40611
H 1.78172 3.10697 0.70683
H 1.32379 -0.37510 7.07661
C -4.68218 1.10087 -2.07224
H 0.87127 -1.08039 -2.93010
C -1.13367 -1.02775 2.60060
C -2.37860 0.71784 3.61743
H -1.47699 1.66579 -3.02211
C -0.44857 1.76240 -2.71228
S 1.82623 0.33394 1.47884
C -4.42724 -1.21763 -1.49637
H 1.57831 -4.45473 0.58826
C -5.19521 -0.18938 -2.01919
H -3.53425 2.23413 4.59245
Se 3.07550 0.09066 -3.41204
C 3.53073 -4.77437 -0.29343
H -2.38450 0.06369 4.48062
H -1.32915 5.19403 -1.23983
C -3.06615 2.73535 2.55696
C 0.39449 4.87399 -2.42347
H -5.28164 1.90710 -2.47326
H -2.55403 -1.76589 -0.61168
H -0.79874 -1.11733 -2.45206
H -2.51516 2.95421 0.51948
C -0.07872 3.46899 -0.54733
H -3.60620 3.67278 2.56784
C 2.41247 -4.03311 0.04140
C -3.03253 1.93328 3.68343
C -0.62859 -3.66606 -1.42534
C 2.11394 -1.07927 3.87694
C 1.97887 1.75434 -3.45137
H 3.45890 4.15583 -1.12595
H 2.37518 2.24393 -4.34039
H 0.74410 -2.86053 2.79485
C 1.11385 1.06721 4.02852
C 1.99685 -1.25391 5.24443
H -3.02633 2.37531 -1.65198
C 0.98913 0.91478 5.40018
N 1.33036 1.95832 -1.11599
W 0.61218 -1.29548 -0.08075
C 0.18009 -1.55653 -2.24321
C 2.47837 3.76057 -1.34770
C 1.41542 -0.25452 6.00615
C 1.47037 3.20855 -0.32793
*
```

Values from the calculation:
Orbital gap (alpha / beta) in eV: 6.83 / 6.94
HOMO level (alpha / beta) in eV: -12.5953 / -12.9329
M in g/mol: 1053.415
Calculated total energy in eV: -227667.38905
Energy above the lowest of the compared OMol25 structures with the same formula, charge and spin in kcal/mol: 88.7

> Which value of calculated total energy does entry 2 give?

-227667.38905 eV

> Which formula does entry 2 have?

C38H33Cl2N4O2PSSe2W